No. 1
A cluster of 2 separate species, C26H22NO8S in total at a distorted geometry, computed with ωB97M-V/def2-TZVPD.

Properties
- electronic energy (eV) = -56021.7024
- total charge = -1
- HOMO (eV) = -3.637
- frontier orbital gap (Ha) = 0.164

```
58
Properties=species:S:1:pos:R:3:forces:R:3
C 3.107 -0.661 -3.944 0.4 0.0 0.0
C 3.383 -0.386 -2.469 0.2 -0.4 0.9
C 4.748 -0.912 -2.002 -0.3 0.2 0.0
O 3.346 1.014 -2.161 -1.1 -0.4 -0.7
C 2.096 1.577 -2.408 -0.2 1.1 0.4
O 2.008 2.698 -2.860 0.4 -1.0 0.5
C 0.895 0.750 -2.090 0.1 0.0 0.3
C -0.341 1.360 -1.996 0.8 0.1 -1.1
C -1.623 0.770 -2.340 -1.1 -1.0 0.2
C -1.781 -0.444 -3.084 -0.1 0.5 0.5
C -3.044 -1.042 -3.195 0.4 0.3 -0.2
C -4.164 -0.485 -2.559 0.4 0.5 0.0
C -4.038 0.752 -1.909 -0.1 0.0 -0.5
C -2.812 1.409 -1.903 0.9 -0.1 0.3
C 1.110 -0.648 -1.657 -0.8 -1.3 0.2
O 0.252 -1.386 -1.206 1.2 0.8 -0.6
O 2.418 -1.105 -1.647 -0.3 0.9 -0.9
H 2.138 -0.253 -4.262 0.3 -0.1 0.0
H 3.917 -0.212 -4.538 -0.4 -0.1 0.1
H 3.121 -1.748 -4.099 -0.1 0.3 0.0
H 4.854 -0.708 -0.927 0.0 -0.1 -0.3
H 4.795 -1.994 -2.173 0.0 0.2 0.1
H 5.563 -0.425 -2.550 -0.3 0.0 0.1
H -0.334 2.438 -1.762 0.0 -0.5 -0.5
H -0.904 -0.885 -3.575 -0.5 0.1 0.3
H -3.164 -1.927 -3.829 0.1 0.2 0.4
H -5.145 -0.961 -2.635 0.4 0.1 0.1
H -4.906 1.245 -1.468 0.3 -0.2 -0.1
H -2.700 2.430 -1.525 -0.2 -0.4 0.3
C 3.433 -3.523 2.316 -0.2 0.2 0.0
C 2.857 -3.165 3.540 0.1 0.0 0.0
C 2.093 -2.003 3.668 0.0 0.0 -0.3
C 1.893 -1.202 2.541 -0.5 -0.3 0.0
S 0.947 0.340 2.654 -0.5 -0.3 -0.7
C -0.518 0.225 1.686 0.2 -0.3 0.9
C -1.672 0.910 2.157 0.5 0.1 0.1
C -2.972 0.346 1.989 -0.5 0.1 0.0
C -4.137 1.017 2.306 0.1 0.1 0.1
C -4.088 2.316 2.856 0.7 0.0 -0.6
N -5.229 3.157 2.890 -0.1 0.2 0.0
O -5.045 4.342 3.271 -1.1 -1.5 -0.5
O -6.322 2.681 2.496 1.1 1.1 0.7
C -2.822 2.871 3.155 0.2 -0.5 0.0
C -1.662 2.183 2.847 -0.2 0.1 0.6
O 0.583 0.457 4.052 0.3 0.4 0.2
O 1.872 1.285 2.065 0.2 0.5 0.2
C 2.438 -1.557 1.311 -0.1 -0.1 0.2
C 3.207 -2.713 1.197 0.0 0.0 0.2
H 4.039 -4.432 2.234 -0.3 0.4 0.0
H 2.991 -3.801 4.413 0.1 0.1 -0.1
H 1.659 -1.715 4.626 0.1 0.0 -0.3
H -0.554 -0.681 1.069 -0.2 0.4 0.4
H -2.994 -0.693 1.682 -0.2 0.1 -0.2
H -5.120 0.572 2.187 0.2 -0.1 -0.1
H -2.793 3.838 3.658 0.1 -0.3 -0.2
H -0.732 2.595 3.241 -0.1 -0.1 -0.5
H 2.241 -0.935 0.443 0.2 -0.2 0.5
H 3.613 -2.977 0.224 0.0 0.0 0.2
```
Positions in Å, forces in eV/Å.

Atomic partial charges in e from the Mulliken method, atoms 1 to 8: number 1, C, carries -1.340; number 2, C, carries 1.467; number 3, C, carries -1.715; number 4, O, carries -0.364; number 5, C, carries -0.105; number 6, O, carries -0.629; number 7, C, carries 0.655; number 8, C, carries -0.769

No. 2
A structure of composition C26H69CuO25S8 at a distorted geometry, computed with ωB97M-V/def2-TZVPD.

Properties
- electronic energy (eV) = -210568.1481
- total charge = +1
- HOMO (alpha / beta) (eV) = -12.106 / -12.106
- frontier orbital gap (alpha / beta) (Ha) = 0.219 / 0.219
- <S²> = 0.7542
- spin multiplicity = 2
- energy above the lowest of the compared OMol25 structures with the same formula, charge and spin (eV) = 10.202

```
129
Properties=species:S:1:pos:R:3:forces:R:3
Cu 9.603 4.645 -22.553 -0.1 0.2 -0.2
C 10.815 9.824 -26.178 -0.7 0.0 -1.3
C 11.412 8.747 -25.307 -0.9 0.3 -0.2
O 10.492 7.752 -24.936 1.3 0.8 0.0
H 10.467 9.430 -27.133 0.1 -0.4 -0.1
H 11.504 10.613 -26.480 0.2 0.0 0.5
H 9.912 10.267 -25.757 0.2 0.1 0.4
H 11.855 9.284 -24.468 -0.2 -0.4 1.0
H 12.315 8.318 -25.743 0.0 -0.6 -0.3
O 16.116 12.186 -33.593 -0.4 0.9 0.8
S 15.525 12.937 -32.513 0.9 -0.7 1.0
O 14.092 12.931 -32.333 1.0 0.3 0.0
O 16.247 12.326 -31.078 0.2 2.7 -3.0
C 15.489 11.587 -30.194 -0.7 -1.7 0.6
C 15.978 11.852 -28.792 0.4 0.8 -0.5
C 16.193 14.669 -32.484 -0.7 -1.0 1.0
H 15.647 10.551 -30.493 -0.5 -0.3 0.2
H 14.440 11.883 -30.215 -0.1 -0.4 -0.4
H 15.521 12.826 -28.615 0.1 -0.1 1.1
H 17.058 12.004 -28.801 0.0 -0.2 0.1
H 15.739 11.063 -28.079 -0.3 0.3 0.0
H 15.772 15.213 -33.330 0.4 -0.3 -0.2
H 17.274 14.654 -32.343 -0.1 -0.2 -0.7
H 15.816 15.140 -31.576 -0.3 -0.2 0.0
O 9.357 17.527 -22.789 1.5 -1.0 -0.6
S 10.557 16.849 -23.254 -0.4 0.7 0.6
O 10.771 15.426 -22.925 -0.3 2.5 -1.1
O 10.641 17.191 -24.876 -0.6 -1.4 1.8
C 11.114 16.095 -25.655 1.6 -0.1 -1.5
C 11.721 16.701 -26.902 0.0 0.7 -0.8
C 12.030 17.827 -22.759 -0.5 -0.1 0.6
H 10.380 15.339 -25.933 -0.4 0.3 0.5
H 11.962 15.604 -25.177 -0.3 -0.2 0.5
H 12.074 15.975 -27.635 -0.1 -0.3 0.2
H 12.576 17.336 -26.672 0.0 0.0 0.2
H 11.023 17.343 -27.439 -0.2 0.0 0.1
H 12.485 17.314 -21.911 0.3 -0.3 -0.4
H 11.751 18.795 -22.342 -0.6 -0.1 -0.3
H 12.685 18.040 -23.603 0.0 -0.6 0.1
O 11.765 8.445 -32.476 -0.9 0.3 -1.7
S 11.240 8.246 -33.812 1.7 -3.3 -1.3
O 9.903 8.522 -34.258 0.4 1.3 0.6
O 12.374 8.804 -34.863 -0.9 -0.1 5.2
C 12.051 8.835 -36.182 1.1 0.4 -2.2
C 13.158 8.097 -36.882 0.4 -0.7 -1.6
C 11.306 6.396 -34.238 0.1 1.2 0.6
H 12.222 9.877 -36.452 -1.1 0.1 -0.5
H 11.062 8.407 -36.346 0.0 0.4 -0.4
H 13.348 7.093 -36.503 -0.2 0.0 0.1
H 14.127 8.592 -36.942 -0.1 0.4 0.8
H 12.936 8.026 -37.947 -0.4 -0.3 -0.1
H 11.284 6.124 -35.293 -0.1 0.8 -0.2
H 10.338 6.116 -33.822 0.4 -0.5 0.3
H 12.198 5.921 -33.830 -0.3 0.1 0.5
O 3.396 14.884 -31.154 1.0 -3.3 0.0
S 3.693 13.467 -31.433 1.5 0.8 -2.6
O 3.897 13.028 -32.837 -0.5 1.1 2.9
O 5.018 12.939 -30.574 -1.2 1.4 -0.9
C 5.724 11.786 -31.049 -0.6 -2.5 2.0
C 5.741 10.792 -29.807 0.4 1.8 -0.4
C 2.506 12.397 -30.746 -1.3 -0.9 0.7
H 6.762 12.039 -31.266 -0.4 0.1 -0.7
H 5.139 11.179 -31.740 0.5 0.9 -1.0
H 6.390 9.926 -29.934 0.0 0.1 -0.2
H 4.728 10.493 -29.536 0.0 -0.1 -0.1
H 6.123 11.466 -29.040 0.1 -0.6 0.6
H 2.676 12.159 -29.696 0.2 0.5 0.0
H 2.502 11.436 -31.260 0.3 0.2 -0.3
H 1.505 12.814 -30.856 0.1 0.2 -0.1
O 10.078 8.925 -17.690 -2.0 0.2 -1.6
S 9.063 9.054 -18.747 0.8 -0.1 -0.7
O 8.854 7.924 -19.687 0.0 2.4 2.1
O 7.570 9.498 -18.099 2.0 -1.3 -2.1
C 7.623 10.392 -17.014 0.0 0.9 1.6
C 7.120 11.841 -17.216 0.1 -1.0 0.0
C 9.429 10.632 -19.734 -0.3 -1.7 0.1
H 8.646 10.521 -16.661 0.0 -0.6 0.1
H 7.055 9.916 -16.215 0.1 -0.1 0.0
H 6.430 12.051 -16.398 0.2 0.3 0.0
H 6.567 11.986 -18.144 0.3 0.1 -0.1
H 8.031 12.430 -17.116 -0.6 0.7 -0.3
H 8.993 11.428 -19.130 0.1 0.1 -0.5
H 9.012 10.447 -20.724 -0.9 0.3 0.3
H 10.473 10.770 -20.015 0.3 -0.2 1.0
O 13.144 3.465 -25.213 0.9 0.1 -1.0
S 14.261 3.118 -26.065 0.8 -0.6 -1.3
O 14.798 1.756 -25.995 -0.6 2.5 -0.1
O 13.753 3.365 -27.678 -0.8 0.7 6.5
C 14.637 3.215 -28.704 0.7 0.4 -2.0
C 13.728 2.447 -29.619 1.0 -1.5 -0.8
C 15.691 4.395 -25.931 -1.0 -0.5 -0.6
H 15.615 2.798 -28.466 -0.2 -0.6 0.2
H 14.843 4.217 -29.078 0.1 0.1 -0.3
H 13.565 1.459 -29.189 -0.1 0.0 0.3
H 14.201 2.185 -30.566 -0.4 0.6 -0.5
H 12.765 2.958 -29.619 0.2 0.0 -0.7
H 16.549 3.930 -26.417 0.0 -0.2 0.5
H 15.863 4.762 -24.919 -0.1 -0.8 0.1
H 15.480 5.301 -26.501 -0.6 -0.3 -0.2
O 6.988 3.514 -25.769 -2.2 -1.7 -3.0
S 6.266 2.957 -26.981 1.2 -0.4 2.7
O 6.363 1.458 -27.216 -1.0 4.9 0.4
O 4.713 3.646 -26.982 2.0 -0.7 1.0
C 3.652 2.787 -27.337 -1.2 -0.7 -2.4
C 2.465 3.563 -28.094 1.8 -0.5 2.6
C 6.829 3.991 -28.326 0.1 -1.3 -0.3
H 3.268 2.208 -26.496 -0.1 0.4 0.2
H 4.092 2.058 -28.018 -0.3 -0.3 -0.1
H 2.279 4.366 -27.380 -0.6 0.2 -0.2
H 1.643 2.850 -28.031 -0.1 0.3 -0.6
H 2.699 4.019 -29.056 0.0 -0.6 0.0
H 7.006 4.981 -27.907 0.0 -0.3 -0.2
H 6.085 3.971 -29.122 0.0 0.1 0.2
H 7.707 3.452 -28.682 0.3 0.5 0.0
O 5.244 6.775 -22.515 -0.9 1.0 -0.4
S 4.107 7.591 -22.914 -0.5 -1.4 1.7
O 2.776 6.953 -22.738 2.6 2.1 -0.8
O 4.228 9.007 -22.041 0.1 -0.9 -2.2
C 3.152 9.357 -21.164 -0.6 -1.3 0.9
C 1.852 9.806 -21.772 -0.7 1.3 -0.4
C 4.483 8.098 -24.620 0.4 -0.3 -0.1
H 3.495 10.151 -20.501 0.5 -0.2 -0.2
H 3.033 8.449 -20.573 -0.4 0.2 0.3
H 1.523 9.381 -22.720 0.3 -0.4 0.2
H 1.861 10.888 -21.906 0.3 0.2 -0.4
H 1.026 9.741 -21.064 0.1 -0.7 0.2
H 3.829 7.521 -25.274 -0.4 0.5 0.1
H 5.482 7.739 -24.864 0.1 -0.3 0.6
H 4.559 9.170 -24.806 -0.8 -0.1 0.3
```
Positions in Å, forces in eV/Å.

Atomic partial charges in e from the Mulliken method, atoms 1 to 8: number 1, Cu, carries 1.000; number 2, C, carries -0.962; number 3, C, carries -0.118; number 4, O, carries -0.318; number 5, H, carries 0.278; number 6, H, carries 0.331; number 7, H, carries 0.279; number 8, H, carries 0.260

No. 3
A cluster of 2 separate species, C5H10O2 in total at a distorted geometry, computed with ωB97M-V/def2-TZVPD.

Properties
- electronic energy (eV) = -9438.6225
- HOMO (eV) = -9.163
- frontier orbital gap (Ha) = 0.361
- energy above the lowest of the compared OMol25 structures with the same formula, charge and spin (eV) = 4.420

```
17
Properties=species:S:1:pos:R:3:forces:R:3
C 1.194 0.718 2.115 -0.1 0.0 -0.2
C 0.505 -0.477 1.424 -0.1 -0.1 -0.5
C -0.347 -0.008 0.181 0.0 0.2 -0.9
O 0.455 0.766 -0.685 0.6 1.8 0.2
C -0.787 -0.996 -0.914 -0.6 0.0 -1.3
C -1.038 -0.091 -2.790 0.2 0.6 1.2
O -0.702 1.072 -2.845 -0.3 -0.6 -0.2
H 1.787 0.403 2.986 -0.2 -0.1 -0.3
H 1.866 1.222 1.417 -0.1 0.0 0.1
H 0.467 1.458 2.472 0.0 -0.1 -0.1
H 1.278 -1.184 1.102 -0.1 0.1 -0.1
H -0.105 -1.005 2.180 -0.1 0.2 -0.5
H -1.191 0.559 0.628 0.1 -0.1 -0.5
H -0.069 1.054 -1.529 1.2 -0.2 2.0
H -1.796 -1.359 -0.914 -0.3 -0.6 0.3
H -0.003 -1.748 -1.042 -0.4 0.1 -0.4
H -1.514 -0.383 -3.786 0.2 -1.1 1.3
```
Positions in Å, forces in eV/Å.

Atomic partial charges in e from the Mulliken method, atoms 1 to 8: number 1, C, carries -1.143; number 2, C, carries -0.536; number 3, C, carries 0.453; number 4, O, carries -0.594; number 5, C, carries -0.999; number 6, C, carries 0.022; number 7, O, carries -0.451; number 8, H, carries 0.363

Question: The lowest electronic energy belongs to which entry?
Answer: C26H69CuO25S8

Question: Among the records above, which one has the lowest electronic energy?
Answer: C26H69CuO25S8

Question: Which formula does entry 1 have?
Answer: C26H22NO8S

Question: Which of these has the highest electronic energy?
Answer: C5H10O2